The molecule C5H7ClFN. Source: OMol25; level of theory: the ωB97M-V functional and the def2-TZVPD basis.

Values from the calculation:
lowest unoccupied orbital energy: 0.44 eV
gap between HOMO and LUMO: 8.960 eV
total charge: 0
maximum force: 6.805 eV/A
SMILES string: [H]/N=C(C)/C(F)=C(/C)Cl
ΔE to the lowest compared entry with this formula, charge and spin: 213.9 kJ/mol

XYZ file:
```
15
Properties=species:S:1:pos:R:3:forces:R:3
Cl -2.408 -0.811 0.124 -1.008 -1.145 0.223
F 0.782 1.424 -0.245 0.569 0.259 0.064
N 0.262 -1.996 -0.649 0.455 -2.475 -2.059
C 0.064 0.303 -0.142 -6.105 0.600 0.132
C -1.929 1.781 -0.154 -0.493 3.641 0.021
C 2.109 -0.977 0.580 0.717 -1.405 -4.840
C 0.800 -0.935 -0.241 1.885 -1.365 1.391
C -1.378 0.479 -0.021 6.728 -0.909 -0.457
H -2.654 1.863 -0.931 -0.412 -0.293 -1.126
H 0.930 -2.877 -0.780 -1.529 2.595 1.060
H 1.687 -0.914 1.490 -0.285 0.657 3.733
H 2.617 -1.949 0.406 -0.654 0.288 0.358
H 2.836 -0.287 0.209 0.251 1.145 0.638
H -2.481 2.267 0.625 -0.649 -0.783 1.477
H -1.238 2.628 -0.272 0.530 -0.810 -0.614
```
Positions in Å, forces in eV/Å.

The molecule C5H7ClN2. Source: OMol25; level of theory: the ωB97M-V functional and the def2-TZVPD basis.

Values from the calculation:
lowest unoccupied orbital energy: 0.83 eV
gap between HOMO and LUMO: 10.025 eV
total charge: 0
maximum force: 7.517 eV/A
SMILES string: C[C@@H](Cl)n1ccnc1
ΔE to the lowest compared entry with this formula, charge and spin: 200.5 kJ/mol

XYZ file:
```
15
Properties=species:S:1:pos:R:3:forces:R:3
Cl 2.117 1.556 0.540 -0.950 0.347 -0.094
N 0.154 -0.024 -0.310 -2.154 -1.201 -3.818
N 0.447 -2.056 -1.165 0.866 -3.465 -0.750
C 0.296 1.230 0.467 0.962 -2.482 -0.889
C -0.879 -0.317 -1.550 5.694 -2.529 4.205
C -0.252 0.982 1.839 -2.118 0.447 -0.366
C 0.847 -1.212 -0.315 0.516 2.307 1.011
C -0.587 -1.622 -1.857 -1.424 2.940 -1.019
H -0.221 1.995 -0.082 0.238 0.470 -0.222
H 1.774 -1.461 0.164 0.137 0.658 0.890
H 0.476 1.121 2.542 1.979 0.714 1.923
H -0.463 -0.092 1.921 -0.768 0.527 0.035
H -1.621 0.324 -1.581 -3.512 2.972 -0.738
H -1.085 1.713 2.093 0.702 -1.355 -0.353
H -1.001 -2.138 -2.707 -0.168 -0.350 0.184
```
Positions in Å, forces in eV/Å.

The ion C5H7ClN3O2 with charge +1. Source: OMol25; level of theory: the ωB97M-V functional and the def2-TZVPD basis.

Values from the calculation:
lowest unoccupied orbital energy: -5.07 eV
gap between HOMO and LUMO: 7.888 eV
total charge: +1
maximum force: 5.602 eV/A
SMILES string: NC1=C([N+](=O)O)C=C[C@@H](Cl)N1
ΔE to the lowest compared entry with this formula, charge and spin: 334.9 kJ/mol

XYZ file:
```
18
Properties=species:S:1:pos:R:3:forces:R:3
Cl -2.808 -0.832 1.181 -0.812 -0.445 -0.215
O 2.643 -2.081 0.464 -0.490 1.690 0.410
O 2.754 0.096 1.100 -0.889 -0.506 -0.311
N 0.762 1.732 0.654 -2.126 -0.173 0.179
N 2.042 -1.001 0.562 -0.434 -2.087 -1.694
N -1.171 0.620 -0.003 1.551 2.553 -0.066
C -2.023 -0.420 -0.431 1.804 -2.301 3.509
C -1.342 -1.634 -0.913 3.732 1.919 1.587
C 0.106 0.618 0.303 2.795 -3.972 -0.851
C 0.775 -0.843 0.088 -0.017 5.336 1.706
C -0.027 -1.805 -0.653 -0.471 1.691 1.238
H 1.647 1.768 1.129 0.149 -0.535 -0.168
H -2.743 -0.118 -1.062 -2.547 1.426 -2.020
H -1.868 -2.332 -1.415 -1.739 -2.083 -1.624
H 0.131 2.502 0.861 0.447 0.216 -0.134
H 3.705 -0.127 1.022 -0.398 -0.499 -0.046
H 0.630 -2.566 -0.879 0.437 -2.357 -1.051
H -1.590 1.450 0.385 -0.992 0.126 -0.449
```
Positions in Å, forces in eV/Å.

The molecule C5H7ClN4O2. Source: OMol25; level of theory: the ωB97M-V functional and the def2-TZVPD basis.

Values from the calculation:
lowest unoccupied orbital energy: -0.67 eV
gap between HOMO and LUMO: 9.393 eV
total charge: 0
maximum force: 4.449 eV/A
SMILES string: C[C@H](n1nncc1CCl)[N+](=O)[O-]
ΔE to the lowest compared entry with this formula, charge and spin: 0.0 kJ/mol

XYZ file:
```
19
Properties=species:S:1:pos:R:3:forces:R:3
Cl -1.847 -1.855 -0.870 -0.879 0.053 0.315
O 2.798 -1.152 0.557 -0.751 0.115 -0.092
O 0.996 -1.442 1.679 -0.461 0.438 -0.724
N -0.887 2.537 0.309 1.616 -0.344 -0.288
N -0.117 0.571 -0.019 0.163 -0.468 0.675
N 0.143 1.871 -0.159 -0.699 0.657 0.158
N 1.584 -1.053 0.683 2.155 -1.023 1.124
C -1.348 0.392 0.559 0.824 0.521 -0.346
C 1.734 0.215 -1.481 3.645 -1.254 2.222
C -1.798 1.672 0.790 0.826 -0.391 -0.406
C 0.895 -0.476 -0.461 -3.255 2.315 -1.687
C -1.862 -0.953 0.761 -0.376 -0.735 -0.310
H -2.577 2.115 1.347 -1.140 -0.255 0.236
H 0.224 -1.153 -1.035 0.961 -0.506 1.158
H 2.447 0.872 -0.987 -0.696 0.974 0.086
H -2.957 -0.851 1.044 1.682 -0.878 0.217
H 1.102 0.658 -2.157 -0.981 1.075 -1.787
H -1.057 -1.538 1.296 -1.868 0.435 0.219
H 2.528 -0.428 -1.856 -0.765 -0.728 -0.770
```
Positions in Å, forces in eV/Å.

A cluster of 2 separate species, C5H7ClS in total. Source: OMol25; level of theory: the ωB97M-V functional and the def2-TZVPD basis.

Values from the calculation:
lowest unoccupied orbital energy (spin up / spin down): -0.24 / -0.71 eV
gap between HOMO and LUMO (spin up / spin down): 8.385 / 6.372 eV
total charge: 0
maximum force: 5.462 eV/A
ΔE to the lowest compared entry with this formula, charge and spin: 548.8 kJ/mol

XYZ file:
```
14
Properties=species:S:1:pos:R:3:forces:R:3
Cl 1.728 2.685 -2.398 0.459 0.660 -0.743
S 1.599 1.319 0.278 0.138 -0.756 -0.408
C 0.641 1.463 -2.640 -0.345 -4.609 2.911
C -0.258 -0.667 -0.543 -0.411 0.218 -2.847
C -1.004 -1.161 -1.604 0.313 -0.583 4.110
C 0.877 1.235 1.979 -1.333 0.238 -2.792
C 0.626 0.372 -0.872 0.935 3.353 -0.904
H 0.765 0.662 -3.458 0.036 1.716 1.004
H -0.127 1.550 1.732 -0.363 0.617 0.754
H 1.408 1.861 2.641 0.538 0.796 0.470
H -0.313 -1.067 0.451 0.020 -0.196 0.322
H -1.734 -1.908 -1.421 -0.489 -0.684 -0.067
H 0.764 0.268 2.337 0.338 -1.907 0.733
H -0.959 -0.708 -2.511 0.163 1.137 -2.543
```
Positions in Å, forces in eV/Å.

The molecule C5H7ClS. Source: OMol25; level of theory: the ωB97M-V functional and the def2-TZVPD basis.

Values from the calculation:
lowest unoccupied orbital energy: 0.74 eV
gap between HOMO and LUMO: 9.846 eV
total charge: 0
maximum force: 5.825 eV/A
SMILES string: C=C(/C=C\Cl)CS
ΔE to the lowest compared entry with this formula, charge and spin: 160.8 kJ/mol

XYZ file:
```
14
Properties=species:S:1:pos:R:3:forces:R:3
Cl 2.996 0.057 0.407 0.527 0.561 0.190
S -2.713 -0.389 0.031 0.161 -1.007 0.383
C 0.393 1.426 -0.704 0.760 -0.638 -0.985
C 1.924 -1.138 -0.172 1.217 -0.085 0.537
C -0.099 0.398 0.031 2.916 -0.422 -3.055
C -1.326 0.555 0.846 -0.981 -0.508 -0.833
C 0.655 -1.002 -0.341 -5.071 2.415 1.543
H -2.378 -1.741 0.182 -0.006 1.431 0.117
H 1.193 1.352 -1.560 -1.507 -0.267 2.096
H 0.030 2.436 -0.599 -0.343 0.181 0.151
H -1.256 0.352 1.894 0.143 -0.514 0.562
H -0.075 -1.812 -0.551 1.093 0.333 -0.110
H -1.764 1.563 0.760 0.551 -0.168 -0.073
H 2.420 -2.056 -0.225 0.542 -1.314 -0.523
```
Positions in Å, forces in eV/Å.

The molecule C5H7ClS. Source: OMol25; level of theory: the ωB97M-V functional and the def2-TZVPD basis.

Values from the calculation:
lowest unoccupied orbital energy (spin up / spin down): -0.19 / -0.18 eV
gap between HOMO and LUMO (spin up / spin down): 7.239 / 7.108 eV
total charge: 0
maximum force: 3.167 eV/A
ΔE to the lowest compared entry with this formula, charge and spin: 314.9 kJ/mol

XYZ file:
```
14
Properties=species:S:1:pos:R:3:forces:R:3
Cl 0.541 2.499 0.127 0.431 1.231 1.103
S -1.148 1.893 2.413 -0.988 -2.530 -0.793
C 0.708 -1.028 -1.335 -1.847 2.570 -0.112
C -0.856 0.036 0.225 1.169 -0.292 0.217
C 0.193 2.591 1.833 2.210 0.898 -0.574
C -1.518 0.613 1.316 -1.444 0.512 1.761
C 0.444 -0.192 -0.096 0.381 -0.854 0.722
H 1.731 -0.895 -1.650 0.137 -0.553 -0.353
H 0.321 -2.010 -1.153 0.463 -0.860 -0.159
H -1.527 -0.371 -0.494 -0.719 -0.439 -0.491
H 1.319 -0.046 0.560 -0.808 0.324 -0.166
H -0.028 -0.531 -2.044 1.241 -0.933 0.040
H -2.535 0.195 1.480 0.602 0.910 -0.128
H 1.004 2.865 2.553 -0.828 0.016 -1.067
```
Positions in Å, forces in eV/Å.

The molecule C5H7F. Source: OMol25; level of theory: the ωB97M-V functional and the def2-TZVPD basis.

Values from the calculation:
lowest unoccupied orbital energy: 1.13 eV
gap between HOMO and LUMO: 10.588 eV
total charge: 0
maximum force: 2.458 eV/A
SMILES string: FC1CC=CC1
ΔE to the lowest compared entry with this formula, charge and spin: 12.1 kJ/mol

XYZ file:
```
13
Properties=species:S:1:pos:R:3:forces:R:3
F -0.586 -1.914 -0.343 0.040 -0.073 -0.067
C -1.088 0.402 -0.028 -2.037 1.265 0.538
C 1.034 1.249 0.166 1.309 -0.015 0.213
C -0.246 1.600 0.205 0.666 1.290 -0.348
C -0.184 -0.728 0.232 1.388 -0.530 1.118
C 1.200 -0.234 -0.195 -0.013 0.594 0.469
H 1.208 -0.334 -1.277 0.572 -0.081 -0.286
H -0.625 2.642 0.335 0.283 -1.134 0.063
H -1.894 0.454 0.703 -0.331 -0.367 -0.003
H 2.108 -0.670 0.285 -0.937 -0.053 -0.458
H -1.578 0.360 -0.979 -0.100 0.003 -0.941
H -0.175 -0.817 1.320 0.094 -0.660 0.118
H 1.932 1.858 0.407 -0.934 -0.240 -0.416
```
Positions in Å, forces in eV/Å.

> Number 7 is which compound?

C5H7ClS

> Which of these has the highest maximum force?

C5H7ClN2

> maximum force of number 8 (C5H7F)?

2.458 eV/A